1.
15
Properties=species:S:1:pos:R:3:mulliken_charge:R:1 method="wB97M-V/def2-TZVPD" e_lumo_ev=0.678 total_energy_ev=-19104.50205 smiles="NC(=O)NCCS" homo_lumo_gap_ha=0.367 spin_multiplicity=1
C -0.22990 0.38730 0.91531 -0.662
C -0.52855 -1.10730 0.86356 -0.529
S -2.22838 -1.46494 1.36254 -0.206
N 1.07672 0.71705 0.36592 -0.248
C 1.39083 0.50219 -0.96496 0.457
N 0.35292 0.66010 -1.84783 -0.363
O 2.51284 0.20190 -1.32355 -0.631
H -1.01120 0.92785 0.37418 0.338
H -0.27258 0.73691 1.94628 0.339
H 0.08921 -1.62288 1.59723 0.334
H -0.37949 -1.48339 -0.14323 0.364
H -2.80100 -0.81199 0.37017 0.102
H 1.85580 0.40035 0.93049 0.262
H 0.62072 0.72860 -2.81550 0.255
H -0.44794 1.22825 -1.63063 0.189

2.
15
Properties=species:S:1:pos:R:3:mulliken_charge:R:1 method="wB97M-V/def2-TZVPD" e_lumo_ev=-2.986 total_energy_ev=-19098.78799 homo_lumo_gap_ha=0.217 spin_multiplicity=1
N -0.84332 -1.38604 0.39330 -0.496
C 0.02068 -0.60041 -0.41629 -0.219
C 0.43306 0.80483 0.10736 -0.972
S -2.22192 1.54983 -0.05877 -0.352
C 1.45861 -0.58802 -0.01668 0.697
N 2.29934 -0.40041 -1.14260 -0.513
O 1.74788 -1.22121 0.98616 -0.600
H -0.32964 -1.58759 1.24366 0.315
H -2.58109 1.95744 1.16442 0.121
H -1.65579 -0.81358 0.57813 0.313
H -0.27753 -0.53202 -1.45196 0.287
H 0.20726 1.67566 -0.50950 0.481
H 0.26259 1.08825 1.14796 0.408
H 2.22289 -1.12121 -1.84585 0.261
H 3.24999 -0.27086 -0.82345 0.269

3.
15
Properties=species:S:1:pos:R:3:mulliken_charge:R:1 method="wB97M-V/def2-TZVPD" e_lumo_ev=0.627 total_energy_ev=-19102.63661 smiles="NC(=O)[C@@H](N)CS" homo_lumo_gap_ha=0.359 spin_multiplicity=1
N -1.37737 0.32969 0.78225 -0.560
C -0.00286 -0.14075 0.34066 0.298
C 0.17872 -1.52353 -0.08020 -0.800
S 0.56935 -2.86407 1.06535 -0.218
C 0.66100 0.89590 -0.68251 0.449
N 0.56877 2.28143 -0.61471 -0.380
O 1.22487 0.54562 -1.74889 -0.637
H -1.28221 1.39202 1.07981 0.270
H -2.00650 0.17414 0.01862 0.279
H 0.68743 -0.01970 1.14922 0.248
H 1.13658 -1.52124 -0.70312 0.244
H -0.67436 -1.92846 -0.81615 0.325
H -0.61408 -3.28702 1.53922 0.119
H 0.17178 2.75843 0.09293 0.127
H 0.75889 2.90755 -1.42247 0.236

4.
15
Properties=species:S:1:pos:R:3:mulliken_charge:R:1 method="wB97M-V/def2-TZVPD" e_lumo_ev=0.563 total_energy_ev=-19104.46072 smiles="NC(=O)NCCS" homo_lumo_gap_ha=0.367 spin_multiplicity=1
C 0.27996 0.77300 -0.70716 -0.810
C -0.61673 1.31589 0.41511 -0.576
S 0.23666 2.58736 1.41954 -0.186
N -0.16692 -0.48726 -1.26632 -0.161
C -0.17342 -1.71153 -0.63980 0.502
N 0.59735 -1.80395 0.47799 -0.339
O -0.81147 -2.65342 -1.07036 -0.653
H 0.31971 1.48675 -1.51824 0.387
H 1.30255 0.66081 -0.34979 0.381
H -0.94889 0.52975 1.08319 0.366
H -1.52520 1.77518 0.01678 0.337
H 0.77599 1.70105 2.26568 0.113
H -0.85081 -0.47015 -2.00832 0.232
H 0.55571 -2.68632 0.95535 0.228
H 1.02550 -1.01716 0.92637 0.179

5.
15
Properties=species:S:1:pos:R:3:mulliken_charge:R:1 method="wB97M-V/def2-TZVPD" e_lumo_ev=0.913 total_energy_ev=-19101.68937 homo_lumo_gap_ha=0.363 spin_multiplicity=1
C 0.86797 0.00044 1.90433 -0.703
C -1.37631 -0.18232 0.45344 -0.467
C 0.05989 1.08531 -0.92035 -0.182
H 1.41076 0.82311 1.44880 0.234
H 1.19983 -0.18719 2.90763 0.345
H 0.87583 -0.93759 1.25808 0.207
H -2.42831 -0.29822 0.47837 0.276
H -0.85205 -1.12513 0.13513 0.358
H 0.38092 1.97940 -0.41131 0.560
H -0.48681 -0.84370 -2.37600 0.221
H 1.10501 -1.12765 -2.72569 0.271
N 0.93823 0.41285 -1.56682 -0.272
N 0.47513 -0.83860 -2.00208 -0.409
O -1.23512 0.75236 -0.62429 -0.391
S -0.93497 0.48692 2.04077 -0.047

6.
15
Properties=species:S:1:pos:R:3:mulliken_charge:R:1 method="wB97M-V/def2-TZVPD" e_lumo_ev=0.756 total_energy_ev=-19101.01801 smiles="[H]/N=N/[H].C1COSC1" homo_lumo_gap_ha=0.338 spin_multiplicity=1
C 0.92759 1.06322 0.80393 -0.551
C -0.14360 2.14234 0.51961 -0.242
C 0.55668 -0.15761 -0.03616 -0.505
N -1.03777 -3.27507 -0.48131 -0.467
N -0.73730 -2.38831 -1.29085 -0.040
O -1.18616 1.58494 -0.24367 -0.347
S -0.53966 0.49765 -1.33775 -0.068
H 1.91290 1.43862 0.53681 0.274
H 0.93727 0.79359 1.86059 0.262
H -0.60643 2.51659 1.43691 0.281
H 0.30679 2.98525 -0.01934 0.232
H 1.39461 -0.65071 -0.51361 0.449
H -0.01250 -0.87540 0.55373 0.224
H -0.18539 -3.61100 -0.00652 0.243
H -1.58703 -2.06408 -1.78238 0.255

7.
15
Properties=species:S:1:pos:R:3:mulliken_charge:R:1 method="wB97M-V/def2-TZVPD" e_lumo_ev=0.269 total_energy_ev=-19097.37383 smiles="C=N[S@@H](C)#N.C=O" homo_lumo_gap_ha=0.342 spin_multiplicity=1
C 2.07703 1.64479 0.83966 -0.203
C -1.10425 -2.58701 -1.15791 -0.217
C -1.25936 0.89940 0.32092 -0.930
N 0.76313 -0.62464 1.08102 -0.601
N -1.00655 -1.33631 -1.10392 -0.344
O 1.64365 2.55000 0.15151 -0.441
S -0.02401 -0.34623 -0.04940 0.322
H 1.94896 1.57611 1.94548 0.303
H 2.78916 0.88669 0.33379 0.293
H -1.58607 -3.01058 -2.07544 0.235
H -0.64893 -3.21696 -0.53458 0.323
H -0.74427 1.48840 1.08856 0.336
H -1.54745 1.55359 -0.41459 0.372
H -2.05601 0.40972 0.76554 0.382
H 0.75493 0.11301 -1.19063 0.169

8.
15
Properties=species:S:1:pos:R:3:mulliken_charge:R:1 method="wB97M-V/def2-TZVPD" e_lumo_ev="0.843 / -2.446" total_energy_ev=-19096.28033 homo_lumo_gap_ha="0.186 / 0.236" s2=2.02 spin_multiplicity=3
C -1.05531 0.90602 -0.82899 -0.418
C -1.29613 0.72778 0.62988 -0.778
C 1.10736 -0.49943 -0.07241 0.056
N -0.29807 -0.29648 -1.24059 -0.589
N 1.54997 -1.83460 0.18424 -0.436
O 1.16757 1.71217 1.29580 -0.410
S 0.49523 0.40747 1.38743 0.220
H -1.99430 0.87422 -1.26941 0.347
H -0.45168 1.86535 -1.00276 0.301
H -1.60426 1.61571 1.20012 0.423
H -1.90024 -0.11944 1.06046 0.341
H 1.87469 0.27573 -0.41237 0.245
H -0.98666 -1.03320 -0.83595 0.277
H 0.91465 -2.58475 -0.01213 0.208
H 2.47717 -2.01657 -0.08331 0.211

9.
14
Properties=species:S:1:pos:R:3:mulliken_charge:R:1 method="wB97M-V/def2-TZVPD" e_lumo_ev=0.920 total_energy_ev=-17054.31095 smiles="C=NNCCS" homo_lumo_gap_ha=0.351 spin_multiplicity=1
C -1.53385 0.21862 0.57727 -0.633
C -0.32658 -0.70297 0.80473 -0.476
C 2.11806 0.33868 -0.62182 -0.213
H -0.78545 1.53423 -1.25684 0.125
H -2.07490 0.29799 1.53566 0.340
H -2.24217 -0.29944 -0.03636 0.368
H -0.67686 -1.57057 1.35669 0.312
H 0.43271 -0.19110 1.41739 0.208
H -0.45458 -1.32327 -1.20745 0.292
H 2.21511 0.62496 0.45139 0.195
H 2.92009 0.70205 -1.31562 0.251
N 0.30208 -1.11366 -0.48431 -0.080
N 1.26387 -0.40599 -1.19861 -0.483
S -1.15754 1.89048 -0.02210 -0.207

10.
14
Properties=species:S:1:pos:R:3:mulliken_charge:R:1 method="wB97M-V/def2-TZVPD" e_lumo_ev=0.111 total_energy_ev=-17053.13028 homo_lumo_gap_ha=0.328 spin_multiplicity=1
C 0.59553 0.20697 -1.82374 -0.846
C -0.87155 -0.50295 0.04648 0.755
C -1.09784 -0.81914 1.54013 -1.027
H 1.44297 -0.55301 -1.95444 0.256
H -0.28354 0.03478 -2.51173 0.339
H 1.10099 1.11144 -1.93407 0.324
H 1.87091 -0.31753 1.62417 0.102
H -2.26114 -1.19448 1.58455 0.251
H -1.01585 0.13093 2.19008 0.340
H -0.38324 -1.62232 2.04434 0.242
H -1.51793 -0.94316 -1.72657 0.214
N 0.08450 0.37744 -0.37735 -0.113
N -1.55751 -1.15288 -0.75188 -0.626
S 1.22507 0.96701 0.62569 -0.210

11.
14
Properties=species:S:1:pos:R:3:mulliken_charge:R:1 method="wB97M-V/def2-TZVPD" e_lumo_ev="0.276 / 0.840" total_energy_ev=-17050.65329 homo_lumo_gap_ha="0.286 / 0.305" spin_multiplicity=1
C 0.48701 -1.36108 -1.36904 -0.616
C 0.29877 0.13272 -1.65928 -0.420
C 0.49032 -0.23530 -0.27333 0.124
N -1.16049 1.19768 2.11304 -0.159
N -1.61104 0.32296 1.21890 -0.453
S 1.88683 0.00893 0.71786 -0.234
H -0.34749 -1.99452 -1.27315 0.245
H 1.35801 -1.83269 -1.75879 0.258
H 1.08985 0.59252 -2.24337 0.257
H -0.69397 0.33558 -2.11244 0.206
H -0.86447 2.18303 1.88335 0.219
H -0.74026 0.89745 2.91804 0.214
H -1.86496 0.84644 0.48458 0.247
H 1.67191 -1.09373 1.35363 0.112

12.
14
Properties=species:S:1:pos:R:3:mulliken_charge:R:1 method="wB97M-V/def2-TZVPD" e_lumo_ev=0.784 total_energy_ev=-17052.42638 homo_lumo_gap_ha=0.350 spin_multiplicity=1
C 1.17219 -1.03201 -0.57914 -1.111
C 0.85915 0.42311 0.20921 0.348
C -0.36447 1.20631 -0.46679 -0.141
H 2.25030 -1.52820 -0.19538 0.260
H 1.45022 -0.82887 -1.69237 0.319
H 0.48398 -1.76216 -0.78973 0.402
H 1.82933 0.97792 0.40455 0.239
H -0.05488 -0.81306 1.74152 0.282
H -0.48931 0.98687 1.59938 0.297
H -0.01743 2.28823 -0.91863 0.243
H -3.43127 -0.53954 -0.37955 0.149
N 0.08990 0.25172 1.46123 -0.697
N -1.62766 0.94241 -0.54445 -0.433
S -2.15006 -0.57272 0.15015 -0.157

13.
14
Properties=species:S:1:pos:R:3:mulliken_charge:R:1 method="wB97M-V/def2-TZVPD" e_lumo_ev=-0.228 total_energy_ev=-17050.04356 homo_lumo_gap_ha=0.281 spin_multiplicity=1
C 1.58422 0.11467 0.28231 -0.468
C 1.10640 -1.18170 -0.25813 -0.469
C -2.63471 0.39304 -0.02955 -0.288
H 0.49244 2.01088 0.69182 0.206
H -0.30768 0.64852 -0.51791 0.399
H 2.63517 0.49623 -0.02573 0.244
H 1.45000 0.08110 1.30930 0.346
H 1.40287 -1.18095 -1.47273 0.264
H 1.63489 -2.08516 0.21110 0.317
H -3.23574 -0.31883 0.83350 0.167
H -2.95856 1.40074 -0.37722 0.303
N 0.82378 1.19769 -0.37157 -0.855
N -1.34360 -0.09519 -0.24281 -0.169
S -0.64949 -1.48104 -0.03239 0.002

14.
15
Properties=species:S:1:pos:R:3:mulliken_charge:R:1 method="wB97M-V/def2-TZVPD" e_lumo_ev=0.584 total_energy_ev=-27891.32263 smiles="NCCSC(N)=S" homo_lumo_gap_ha=0.332 spin_multiplicity=1
C 2.11372 0.68308 -0.08754 -0.599
C 1.40708 -0.31870 -1.07822 -0.587
C -1.31953 -0.13384 0.10127 0.463
H 1.70547 -0.19833 1.71079 0.265
H 3.15866 -0.59026 1.01778 0.239
H 1.56553 1.64612 0.00040 0.289
H 3.00919 1.07872 -0.57418 0.355
H 2.05627 -1.14749 -1.37527 0.364
H 1.01392 0.21660 -1.93152 0.359
H -2.45636 -1.83992 0.42134 0.192
H -3.20196 -0.35934 0.77643 0.198
N 2.47334 0.16606 1.18975 -0.543
N -2.41162 -0.84736 0.47930 -0.409
S 0.02071 -1.20088 -0.21475 -0.218
S -1.30136 1.48712 -0.11914 -0.368

15.
15
Properties=species:S:1:pos:R:3:mulliken_charge:R:1 method="wB97M-V/def2-TZVPD" e_lumo_ev=0.720 total_energy_ev=-27890.50890 smiles="CNNC(=S)SC" homo_lumo_gap_ha=0.339 spin_multiplicity=1
C -1.18133 2.15489 -1.13088 -0.706
C 0.36524 -0.30503 0.17243 0.318
C 0.66927 -2.75163 1.39579 -0.909
H -1.88819 1.28750 -1.12010 0.282
H -1.53535 2.82876 -0.33367 0.279
H -1.24173 2.77272 -2.04510 0.326
H 0.58878 1.32359 -1.71315 0.275
H 0.90739 1.43848 0.94828 0.197
H -0.34085 -3.07642 1.13848 0.320
H 1.35925 -3.07438 0.61201 0.322
H 0.94610 -3.26185 2.31181 0.340
N 0.23078 1.85602 -0.92173 -0.693
N 0.43895 1.01748 0.15586 0.081
S -0.06738 -1.19660 -1.19684 -0.343
S 0.74909 -1.01352 1.72680 -0.087

16.
15
Properties=species:S:1:pos:R:3:mulliken_charge:R:1 method="wB97M-V/def2-TZVPD" e_lumo_ev=0.654 total_energy_ev=-27891.39642 homo_lumo_gap_ha=0.336 spin_multiplicity=1
C 2.71933 -0.66538 -0.57086 -0.798
C 0.74296 0.27506 1.11933 -0.696
C -1.76752 0.27632 -0.03429 0.667
H 3.44102 -0.49371 -1.37431 0.312
H 2.01074 -1.43316 -0.87653 0.264
H 3.29616 -0.98646 0.28839 0.264
H 0.20615 1.16978 1.50900 0.283
H 1.31060 -0.20481 1.89711 0.431
H -3.63531 0.15399 -0.83923 0.223
H -2.79508 -1.35658 -0.71875 0.209
H -2.40117 2.10353 -0.23197 0.195
N -2.74137 -0.35481 -0.77214 -0.470
N -1.65691 1.53057 0.20794 -0.660
S 1.83332 0.86470 -0.19998 -0.037
S -0.56291 -0.87904 0.59627 -0.189

17.
14
Properties=species:S:1:pos:R:3:mulliken_charge:R:1 method="wB97M-V/def2-TZVPD" e_lumo_ev="-5.666 / -5.442" total_energy_ev=-7699.83773 homo_lumo_gap_ha="0.325 / 0.328" total_charge=+1 spin_multiplicity=1
C -0.98906 1.05256 0.08410 -0.241
C -0.27907 -1.06783 -0.45460 -0.482
C 1.62531 0.00480 0.70106 -0.394
N -1.13061 -0.33764 0.44212 -0.360
N 0.30939 1.20419 -0.44459 -0.530
N 0.87234 -0.11894 -0.52155 0.322
H -1.65805 1.38874 -0.73115 0.321
H -1.16639 1.71121 0.94230 0.335
H 0.00913 -2.03958 -0.05078 0.360
H -0.66554 -1.17792 -1.48074 0.345
H 2.57403 0.50390 0.66204 0.325
H 1.10180 -0.19430 1.61732 0.356
H -2.06517 -0.69019 0.58495 0.261
H 1.46189 -0.23898 -1.35046 0.383

18.
14
Properties=species:S:1:pos:R:3:mulliken_charge:R:1 method="wB97M-V/def2-TZVPD" e_lumo_ev=-4.260 total_energy_ev=-7703.37577 smiles="C=NC(=[NH2+])NC" homo_lumo_gap_ha=0.407 total_charge=+1 spin_multiplicity=1
C 0.22688 -0.92887 -2.42537 -0.258
C -0.15130 -0.09635 -0.21637 0.748
C 0.30247 1.31128 1.80945 -0.815
N 0.33392 0.03203 -1.64867 -0.342
N 0.31178 1.02205 0.35760 -0.107
N -0.77492 -1.15560 0.26020 -0.352
H 0.57405 -0.75573 -3.41574 0.286
H -0.32389 -1.74112 -2.01261 0.182
H 0.42513 0.30608 2.26166 0.262
H 1.11783 1.97056 2.24175 0.309
H -0.62466 1.62385 2.17233 0.360
H 0.66204 1.66218 -0.30813 0.300
H -0.91876 -2.05319 -0.26874 0.188
H -1.16055 -1.19719 1.19265 0.239

19.
14
Properties=species:S:1:pos:R:3:mulliken_charge:R:1 method="wB97M-V/def2-TZVPD" e_lumo_ev="-4.143 / -7.411" total_energy_ev=-7696.64276 homo_lumo_gap_ha="0.211 / 0.239" s2=2.01 total_charge=+1 spin_multiplicity=3
C 2.11167 -1.34781 -0.34900 0.089
C 0.28580 -0.20710 0.79537 0.301
C 0.63069 1.20616 0.22333 -0.270
N 1.23728 -1.01266 0.29850 -0.111
N 1.76098 1.29250 -0.30812 -0.292
N -2.47053 -0.30653 -0.26835 -0.829
H 2.98009 -1.96404 -0.82653 0.401
H 0.37773 -0.18193 1.93773 0.321
H -0.77209 -0.26000 0.25353 -0.022
H -0.15789 2.05686 0.20968 0.375
H 2.07517 2.11325 -0.86971 0.295
H -3.17144 -0.47316 0.45758 0.238
H -2.16468 -1.22499 -0.59726 0.288
H -2.72278 0.30944 -0.95676 0.214

20.
15
Properties=species:S:1:pos:R:3:mulliken_charge:R:1 method="wB97M-V/def2-TZVPD" e_lumo_ev=-4.203 total_energy_ev=-9749.59452 homo_lumo_gap_ha=0.351 total_charge=+1 spin_multiplicity=1
C 0.24954 0.06755 -0.08548 -0.189
C 2.75194 0.30584 -0.09479 0.763
C -1.97368 1.02590 0.43687 -0.961
N -0.24223 -1.11777 -0.51448 -0.254
N 3.06192 -0.77856 0.54864 -0.345
N -0.54145 0.99833 0.46260 -0.123
O 3.02750 1.27365 -0.67302 -0.241
H -2.19101 1.97581 0.96331 0.323
H -2.33959 0.16616 0.81297 0.396
H -2.41385 1.32866 -0.58278 0.313
H 0.52008 -1.74688 -0.67431 0.204
H -1.16058 -1.43376 -0.69417 0.194
H 2.28824 -1.50637 0.78897 0.301
H 4.09005 -0.94071 0.56557 0.306
H -0.05622 1.89802 0.34100 0.314